A 7-piece molecular cluster, C5H23O7S overall in a non-equilibrium geometry, computed with ωB97M-V/def2-TZVPD.

As for the charge: -1. The value obtained for the relative energy (zero: lowest compared OMol25 entry of this formula, charge and spin) is 0.0 kcal per mole. Its HOMO energy is -5.7 eV. For the energy, the calculation gives -1129.222573 Ha.

Each line ends with the Mulliken charge.
Cartesian coordinates (Å):
C  -0.06  1.05  -0.57  -0.365
O  0.69  1.80  0.31  -0.850
C  0.80  0.03  -1.28  -0.354
C  0.13  -0.61  -2.51  -0.707
C  -0.76  -1.80  -2.06  -0.598
S  0.24  -3.29  -1.84  -0.116
C  -0.18  -3.71  -0.11  -0.785
H  -0.71  1.60  -1.26  0.477
H  -0.80  0.44  0.03  -0.063
H  1.17  -0.77  -0.62  0.209
H  1.69  0.59  -1.60  0.253
H  -0.51  0.13  -3.01  0.326
H  0.88  -1.01  -3.19  0.339
H  -1.55  -1.88  -2.81  0.399
H  -1.32  -1.47  -1.19  0.194
H  0.74  -3.83  0.47  0.319
H  -0.77  -4.61  -0.07  0.355
H  -0.64  -2.88  0.42  0.177
H  -2.72  1.37  1.81  0.265
H  -2.15  2.81  1.32  0.427
O  -2.91  2.18  1.34  -0.697
H  2.12  -1.37  2.75  0.457
H  0.84  -2.12  2.68  0.262
O  1.77  -2.28  2.87  -0.675
H  2.27  0.88  2.42  0.346
H  1.12  0.90  1.38  0.382
O  1.57  0.29  2.11  -0.800
H  2.80  2.53  1.07  0.362
H  2.01  2.69  2.33  0.251
O  2.88  2.89  1.96  -0.681
H  -0.03  2.82  0.89  0.496
H  -0.79  4.13  0.27  0.277
O  -0.71  3.65  1.10  -0.880
H  -3.96  2.05  -0.98  0.314
H  -2.99  0.93  -0.63  0.323
O  -3.42  1.36  -1.37  -0.638